(1)
Formula: C2H6S2
Source: OMol25
Level of theory: the ωB97M-V functional and the def2-TZVPD basis

The total energy is -23841.06926 eV. The value obtained for the HOMO energy is -0.3181 hartree. As for the orbital gap: 9.03 eV. The SMILES is CCSS.

The geometry in ORCA input format:
```
! RIJCOSX wB97M-V def2-TZVPD def2/J DEFGRID3
* xyz 0 1
H 0.85 1.36 -0.27
S 1.89 -1.40 1.80
C 0.16 0.56 0.08
H -0.30 0.81 0.96
H -1.71 1.50 -0.73
H 1.45 -2.71 1.97
C -1.02 0.61 -0.94
S 1.06 -1.07 -0.15
H -0.59 0.58 -1.97
H -1.79 -0.23 -0.74
*
```

Atomic partial charges in e from the Mulliken method, atoms 1 to 5:
1. H 0.29
2. S -0.23
3. C -0.43
4. H 0.45
5. H 0.31

(2)
Formula: C2H78O41V
Source: OMol25
Level of theory: the ωB97M-V functional and the def2-TZVPD basis

The total energy is -112987.17230 eV. The value obtained for the HOMO energy is -0.2991 hartree. As for the orbital gap: 9.70 eV.

The geometry in ORCA input format:
```
! RIJCOSX wB97M-V def2-TZVPD def2/J DEFGRID3
* xyz -1 1
H -5.10 1.06 4.21
H -4.26 1.31 -2.89
O 0.00 -1.16 2.80
H -1.65 -2.11 -5.44
O 0.20 0.50 0.67
O 0.98 -2.03 0.35
H -0.52 3.91 4.01
O 4.82 2.06 -1.86
H 2.32 -2.27 4.15
O 2.30 2.50 -0.35
H 1.22 4.63 2.09
H 3.78 3.87 3.56
H 4.14 0.76 -3.64
H 4.22 -0.73 4.75
O 4.03 -0.20 3.99
H 4.27 -3.90 -0.15
H 2.20 1.11 3.16
H 0.36 1.64 -5.96
H 4.10 -2.05 1.22
H 2.81 0.32 -4.27
O -3.00 -1.96 -2.12
O 3.77 0.14 -4.27
H 3.70 -0.78 3.29
O -5.99 1.33 4.36
C -1.90 0.41 -0.26
H 0.84 4.10 -0.81
O -3.93 1.43 -3.79
H 2.79 -1.31 -1.72
H 5.22 2.93 -1.68
H -2.11 -3.38 1.20
H 5.75 0.30 0.17
H -0.26 2.98 -2.32
H -0.73 -2.84 -2.97
H -0.34 0.65 4.19
V -0.23 -1.37 1.23
H -4.58 -0.68 2.85
H -0.11 -2.75 -1.53
H 1.09 1.25 2.18
H 2.05 -4.45 -0.35
O -1.99 -0.85 0.45
O -3.65 -2.96 0.72
O -3.15 0.55 3.05
H -1.38 1.52 1.56
H 3.00 -2.81 2.91
H -0.38 4.95 -0.26
O -1.16 -3.19 1.30
H 0.13 1.43 -2.50
H 2.63 -1.23 1.08
O -0.38 3.57 3.14
H -1.71 -4.64 -4.71
O -1.47 -5.48 -4.94
H -2.59 0.48 3.84
H -3.09 1.92 -3.79
H 4.04 -1.10 -2.70
H 4.34 1.41 3.23
O 1.16 -0.08 -2.29
O 2.51 -3.11 3.71
O -6.15 3.76 2.63
H -0.69 -3.83 1.88
O 1.35 1.51 3.05
O 0.59 -4.81 2.46
H 4.78 0.25 1.15
H -4.85 -1.36 -6.04
H -2.90 0.83 -0.33
O -0.20 1.16 -5.36
O -5.24 -1.34 2.45
H 1.07 -4.99 1.61
H -0.36 1.75 -4.56
H 1.00 -4.53 -2.53
H -5.24 3.98 2.31
H -3.69 -2.06 -1.47
O -3.02 4.18 -0.48
H 1.32 -4.38 2.94
H -2.17 -0.87 -6.63
H -6.12 -1.01 2.57
H 5.24 2.06 2.17
H 3.95 2.21 -1.40
O 3.45 -1.39 1.61
H 1.94 -3.40 0.73
O -1.00 0.67 4.89
H -2.56 -2.30 -4.09
H 0.90 -0.16 -1.40
H 2.34 3.00 0.48
H 0.64 -0.77 -2.65
O -0.54 2.16 -2.69
H 0.20 2.79 3.16
H 4.86 -2.75 -0.90
O 4.39 2.15 2.61
H -2.17 3.44 2.47
O 3.79 4.82 3.74
O -1.24 -1.23 -6.76
O -0.02 4.43 -1.03
H -3.04 3.73 0.37
H 2.79 5.00 2.39
O 1.62 -5.28 -2.19
H -6.73 3.83 1.86
H -4.08 -0.18 -5.37
H -2.57 3.52 -1.06
O 2.42 -4.24 0.53
H -0.95 -5.73 -4.14
O 3.76 -1.34 -1.80
H -2.20 -1.72 -1.58
H -1.37 0.33 -1.25
H -0.75 -0.39 -6.64
H 4.46 4.96 4.37
H 1.91 1.68 -0.08
H -1.09 -0.21 5.22
H -4.32 -2.70 1.38
O -1.97 -2.71 -4.73
H -3.39 2.50 2.76
O 0.15 -2.84 -2.50
O 2.09 4.89 1.69
H 1.06 -6.06 -2.07
H -0.74 2.08 -0.05
O -4.21 -0.61 -6.23
H -2.71 0.02 2.38
O 5.74 0.46 1.09
H -6.09 2.19 3.95
H -3.33 -2.11 0.43
O -3.13 3.31 2.33
C -0.97 1.23 0.51
O 4.91 -3.17 -0.04
*
```

Atomic partial charges in e from the Mulliken method, atoms 1 to 5:
1. H 0.32
2. H 0.28
3. O -0.73
4. H 0.38
5. O 1.33

(3)
Formula: C2H7BF2NP
Source: OMol25
Level of theory: the ωB97M-V functional and the def2-TZVPD basis

The total energy is -19073.65033 eV. The value obtained for the HOMO energy is -0.2164 hartree. As for the orbital gap: 5.79 eV.

The geometry in ORCA input format:
```
! RIJCOSX wB97M-V def2-TZVPD def2/J DEFGRID3
* xyz 0 1
H 1.35 0.57 -1.29
H -1.18 -1.43 1.24
H 2.43 2.44 1.20
H -0.59 -2.57 -0.02
H -1.71 -1.22 -0.42
C 0.49 -0.13 -1.32
F -0.51 0.72 2.34
F -1.22 1.55 -0.11
N 0.28 -0.63 0.05
H 0.75 -1.04 -1.94
P -0.19 0.87 0.83
H -0.41 0.38 -1.67
B 1.36 2.00 0.90
C -0.85 -1.52 0.20
*
```

Atomic partial charges in e from the Mulliken method, atoms 1 to 5:
1. H 0.26
2. H 0.31
3. H -0.06
4. H 0.29
5. H 0.34

(4)
Formula: C2H7BN2
Source: OMol25
Level of theory: the ωB97M-V functional and the def2-TZVPD basis

As for the expectation value of S²: 2.016. The total energy is -5839.43851 eV. The value obtained for the HOMO energy (spin up / spin down) is -0.1115 / -0.4263 hartree. As for the orbital gap (spin up / spin down): 3.83 / 7.85 eV.

The geometry in ORCA input format:
```
! RIJCOSX wB97M-V def2-TZVPD def2/J DEFGRID3
* xyz 0 3
H -2.18 -0.33 0.32
N 0.70 1.15 -0.17
H 1.33 1.73 -0.62
H -0.34 -1.83 -0.70
C 1.08 -0.24 0.17
B -0.70 1.21 -0.34
H 1.57 -0.28 1.26
N -1.25 -0.06 -0.06
H 1.72 -0.81 -0.44
H -1.24 2.28 -0.56
C -0.27 -1.05 0.09
H -0.41 -1.79 1.04
*
```

Atomic partial charges in e from the Mulliken method, atoms 1 to 5:
1. H 0.36
2. N 0.32
3. H 0.14
4. H 0.28
5. C -0.30

(5)
Formula: C2H7Br2N3
Source: OMol25
Level of theory: the ωB97M-V functional and the def2-TZVPD basis

The total energy is -146722.22778 eV. The value obtained for the HOMO energy (spin up / spin down) is -0.6943 / -0.6856 hartree. As for the orbital gap (spin up / spin down): 7.49 / 7.42 eV.

The geometry in ORCA input format:
```
! RIJCOSX wB97M-V def2-TZVPD def2/J DEFGRID3
* xyz 2 1
N 0.73 0.38 1.59
H 0.21 1.16 2.04
N 0.12 0.74 -1.95
H -0.34 0.60 -2.76
Br 2.22 1.94 -0.05
H -0.05 -0.41 1.70
H -1.64 -1.16 -1.21
C 1.05 0.41 0.21
H -0.75 -1.67 0.21
Br 2.41 -1.84 -0.04
H 1.64 0.13 2.23
N -0.82 -0.92 -0.53
H 0.69 1.67 -1.90
C 0.06 0.04 -0.85
*
```

Atomic partial charges in e from the Mulliken method, atoms 1 to 5:
1. N -0.32
2. H 0.39
3. N -0.22
4. H 0.23
5. Br 0.01

(6)
Formula: C2H7BrN
Source: OMol25
Level of theory: the ωB97M-V functional and the def2-TZVPD basis

The total energy is -73707.64882 eV. The value obtained for the HOMO energy (spin up / spin down) is -0.5183 / -0.5520 hartree. As for the orbital gap (spin up / spin down): 9.33 / 9.29 eV.

The geometry in ORCA input format:
```
! RIJCOSX wB97M-V def2-TZVPD def2/J DEFGRID3
* xyz 1 1
Br -0.89 -0.19 2.75
C -0.24 0.32 1.13
H 1.62 -0.26 -0.55
H 0.66 0.87 1.12
C 0.60 -0.18 -1.01
H -1.50 2.10 -0.08
H 0.08 -1.57 0.32
N -0.26 -0.64 -0.01
H 0.63 0.86 -1.09
H 0.51 -0.55 -2.14
H -1.21 -0.75 -0.43
*
```

Atomic partial charges in e from the Mulliken method, atoms 1 to 5:
1. Br 0.05
2. C -0.46
3. H 0.42
4. H 0.42
5. C -1.00

(7)
Formula: C2H7ClN2O
Source: OMol25
Level of theory: the ωB97M-V functional and the def2-TZVPD basis

The total energy is -19734.63847 eV. The value obtained for the HOMO energy is -0.3478 hartree. As for the orbital gap: 9.92 eV. The SMILES is NN(Cl)CCO.

The geometry in ORCA input format:
```
! RIJCOSX wB97M-V def2-TZVPD def2/J DEFGRID3
* xyz 0 1
H 1.80 1.76 -0.89
O -2.38 -0.88 -0.03
H -1.11 -0.75 1.39
H 2.55 1.44 0.52
C -1.04 -0.79 0.35
H -2.61 -1.65 -0.54
N 1.06 0.36 0.48
H -0.59 -1.80 0.08
N 1.69 1.43 0.03
H -0.41 0.41 -1.32
H -0.66 1.29 0.17
Cl 1.97 -1.24 -0.09
C -0.27 0.42 -0.16
*
```

Atomic partial charges in e from the Mulliken method, atoms 1 to 5:
1. H 0.23
2. O -0.54
3. H 0.28
4. H 0.24
5. C -0.41

(8)
Formula: C2H7ClNOP
Source: OMol25
Level of theory: the ωB97M-V functional and the def2-TZVPD basis

The total energy is -27533.05620 eV. The value obtained for the HOMO energy (spin up / spin down) is -0.3310 / -0.3294 hartree. As for the orbital gap (spin up / spin down): 8.98 / 7.14 eV.

The geometry in ORCA input format:
```
! RIJCOSX wB97M-V def2-TZVPD def2/J DEFGRID3
* xyz 0 1
N -1.78 -0.57 -0.39
H 2.52 1.40 1.10
C -2.09 -1.64 0.50
H -1.34 -2.45 0.20
P -0.73 0.63 -0.52
H 3.19 1.13 -0.49
C 2.67 0.63 0.27
Cl -1.41 2.30 0.54
H -2.24 -1.68 1.68
H -1.45 0.68 -2.75
H 2.94 -0.38 0.38
O -1.01 1.21 -2.08
H -2.98 -2.04 0.12
*
```

Atomic partial charges in e from the Mulliken method, atoms 1 to 5:
1. N -0.22
2. H 0.30
3. C -0.66
4. H 0.26
5. P 0.55

(9)
Formula: C2H7ClNOPS
Source: OMol25
Level of theory: the ωB97M-V functional and the def2-TZVPD basis

The total energy is -38369.31417 eV. The value obtained for the HOMO energy is -0.3328 hartree. As for the orbital gap: 8.76 eV.

The geometry in ORCA input format:
```
! RIJCOSX wB97M-V def2-TZVPD def2/J DEFGRID3
* xyz 0 1
P 0.51 0.85 0.15
C -1.75 0.63 -1.63
C 0.99 -1.62 1.01
S -0.05 -0.01 -1.65
Cl 1.75 2.34 -0.14
H 1.76 0.13 1.82
H -1.84 1.43 -2.35
N 1.49 -0.26 0.92
O -1.14 1.64 1.35
H 1.64 -2.19 1.66
H -1.95 0.98 -0.62
H -2.41 -0.19 -1.90
H -0.03 -1.67 1.39
H 1.02 -2.06 0.01
*
```

Atomic partial charges in e from the Mulliken method, atoms 1 to 5:
1. P 0.71
2. C -0.69
3. C -0.89
4. S -0.12
5. Cl -0.20

(10)
Formula: C2H7ClO
Source: OMol25
Level of theory: the ωB97M-V functional and the def2-TZVPD basis

The total energy is -16757.33774 eV. The value obtained for the HOMO energy is -0.3937 hartree. As for the orbital gap: 11.42 eV. The SMILES is CCCl.O.

The geometry in ORCA input format:
```
! RIJCOSX wB97M-V def2-TZVPD def2/J DEFGRID3
* xyz 0 1
H -0.02 0.43 -1.01
H 0.04 0.82 0.73
H -1.41 -1.74 -0.28
H 0.91 -0.61 0.10
Cl -1.21 -1.29 2.07
O 1.34 0.00 -3.21
C 0.00 0.00 0.00
H 1.81 0.86 -3.07
H -2.22 -0.25 0.28
H 0.42 0.18 -2.91
C -1.26 -0.80 0.30
*
```

Atomic partial charges in e from the Mulliken method, atoms 1 to 5:
1. H 0.05
2. H 0.33
3. H 0.31
4. H 0.31
5. Cl -0.23